Record 1
This record from the OMol25 dataset describes 2 unconnected molecules or ions with the total composition C9H14O at a distorted geometry. The level of theory is ωB97M-V with the def2-TZVPD basis set.

CARTESIAN COORDINATES (ANGSTROEM)
C  -1.430  -2.086  2.468
C  -1.054  -1.410  1.165
C  -0.998  -2.218  0.002
C  -0.698  -1.627  -1.183
C  -0.697  -0.238  -1.305
O  -0.904  0.411  -2.515
C  -0.711  0.604  -0.210
C  -1.000  -0.032  1.020
H  -0.673  -2.862  2.673
H  -2.459  -2.411  2.302
H  -1.303  -1.511  3.383
H  -1.058  -3.279  0.196
H  -0.509  -2.099  -2.153
H  -0.500  -0.078  -3.231
H  -0.587  1.665  -0.187
H  -1.059  0.550  1.932
C  2.234  1.352  -0.653
C  1.626  2.716  -0.304
H  2.905  1.470  -1.513
H  2.855  0.999  0.176
H  1.574  0.560  -0.976
H  1.376  3.206  -1.270
H  2.396  3.418  0.012
H  0.673  2.898  0.171

Properties
HOMO energy: -8.3 eV
Charge: 0
LUMO energy: 0.8 eV
Energy relative to the best compared isomer or geometry (same formula, charge and spin): 131.26 kJ/mol
Maximum force: 2.937 eV Å⁻¹

Record 2
This record from the OMol25 dataset describes 2 unconnected molecules or ions with the total composition C9H14O at a distorted geometry. The level of theory is ωB97M-V with the def2-TZVPD basis set.

CARTESIAN COORDINATES (ANGSTROEM)
C  2.267  -1.856  0.232
C  0.974  -1.541  -0.476
C  0.809  -1.472  -1.847
C  -0.434  -1.198  -2.435
C  -1.521  -1.005  -1.612
O  -2.753  -0.928  -2.173
C  -1.331  -0.805  -0.237
C  -0.124  -1.185  0.311
H  2.370  -1.158  1.061
H  3.165  -1.874  -0.387
H  2.246  -2.891  0.588
H  1.649  -1.780  -2.454
H  -0.489  -1.049  -3.506
H  -3.475  -0.547  -1.660
H  -2.127  -0.338  0.335
H  -0.102  -0.954  1.369
C  -0.651  2.442  2.131
C  0.459  2.630  1.144
H  -1.252  1.530  2.135
H  -0.687  2.904  3.110
H  -1.483  3.070  1.738
H  0.740  3.619  0.786
H  1.394  2.314  1.632
H  0.355  2.073  0.213

Properties
HOMO energy: -8.3 eV
Charge: 0
LUMO energy: 0.8 eV
Energy relative to the best compared isomer or geometry (same formula, charge and spin): 109.04 kJ/mol
Maximum force: 4.172 eV Å⁻¹

Record 3
This record from the OMol25 dataset describes 2 unconnected molecules or ions with the total composition C9H14O at a distorted geometry. The level of theory is ωB97M-V with the def2-TZVPD basis set.

CARTESIAN COORDINATES (ANGSTROEM)
C  -1.594  1.539  2.528
C  -0.709  1.401  1.314
C  -1.263  1.086  0.064
C  -0.410  0.797  -0.985
C  0.977  0.801  -0.803
O  1.782  0.637  -1.884
C  1.522  1.299  0.361
C  0.664  1.514  1.433
H  -1.369  0.810  3.307
H  -2.645  1.435  2.265
H  -1.431  2.513  2.997
H  -2.319  1.264  -0.089
H  -0.904  0.593  -1.927
H  1.479  0.167  -2.668
H  2.599  1.378  0.410
H  0.999  1.714  2.444
C  0.649  -2.568  -1.791
C  -0.031  -2.271  -0.449
H  1.654  -2.177  -1.682
H  0.535  -3.625  -2.028
H  0.156  -2.046  -2.619
H  0.716  -2.433  0.337
H  -1.019  -2.655  -0.225
H  -0.041  -1.172  -0.310

Properties
HOMO energy: -8.3 eV
Charge: 0
LUMO energy: 0.9 eV
Energy relative to the best compared isomer or geometry (same formula, charge and spin): 89.20 kJ/mol
Maximum force: 2.400 eV Å⁻¹

Record 4
This record from the OMol25 dataset describes 2 unconnected molecules or ions with the total composition C9H14O at a distorted geometry. The level of theory is ωB97M-V with the def2-TZVPD basis set.

CARTESIAN COORDINATES (ANGSTROEM)
C  -2.612  0.240  0.018
C  -1.154  0.128  -0.312
C  -0.773  -0.846  -1.240
C  0.474  -0.774  -1.872
C  1.176  0.455  -1.533
O  2.254  0.772  -2.333
C  0.868  1.440  -0.656
C  -0.293  1.187  0.044
H  -3.070  -0.694  -0.284
H  -3.286  1.056  -0.588
H  -2.822  0.422  1.111
H  -1.322  -1.698  -1.599
H  1.057  -1.380  -2.458
H  3.053  0.187  -2.051
H  1.582  2.208  -0.476
H  -0.619  1.948  0.796
C  0.479  -0.382  3.282
C  -0.334  -1.713  3.110
H  0.385  -0.256  4.308
H  1.468  -0.412  2.818
H  0.133  0.474  2.663
H  -0.394  -2.163  2.134
H  -1.271  -1.673  3.584
H  0.092  -2.608  3.669

Properties
HOMO energy: -8.5 eV
Charge: 0
LUMO energy: 0.7 eV
Energy relative to the best compared isomer or geometry (same formula, charge and spin): 211.25 kJ/mol
Maximum force: 6.441 eV Å⁻¹

Record 5
This record from the OMol25 dataset describes 2 unconnected molecules or ions with the total composition C9H14O at a distorted geometry. The level of theory is ωB97M-V with the def2-TZVPD basis set.

CARTESIAN COORDINATES (ANGSTROEM)
C  1.201  -0.429  2.534
C  0.713  -0.874  1.185
C  1.597  -1.214  0.142
C  1.042  -1.331  -1.126
C  -0.348  -1.294  -1.331
O  -0.808  -1.147  -2.613
C  -1.203  -1.141  -0.262
C  -0.672  -1.025  1.033
H  1.880  0.433  2.500
H  1.714  -1.269  3.011
H  0.445  -0.044  3.222
H  2.662  -1.110  0.265
H  1.705  -1.123  -1.959
H  -0.056  -1.098  -3.215
H  -2.277  -1.099  -0.389
H  -1.291  -1.085  1.916
C  -0.246  2.713  0.190
C  -1.176  3.908  0.108
H  -0.019  2.333  -0.817
H  0.788  2.797  0.535
H  -0.645  1.936  0.845
H  -1.210  4.496  1.034
H  -2.210  3.653  -0.100
H  -0.796  4.611  -0.638

Properties
HOMO energy: -8.3 eV
Charge: 0
LUMO energy: 0.9 eV
Energy relative to the best compared isomer or geometry (same formula, charge and spin): 82.29 kJ/mol
Maximum force: 2.118 eV Å⁻¹

Record 6
This record from the OMol25 dataset describes 2 unconnected molecules or ions with the total composition C9H14O at a distorted geometry. The level of theory is ωB97M-V with the def2-TZVPD basis set.

CARTESIAN COORDINATES (ANGSTROEM)
C  2.176  -2.119  0.841
C  1.000  -1.780  -0.045
C  0.079  -0.801  0.318
C  -0.808  -0.272  -0.613
C  -0.774  -0.734  -1.909
O  -1.691  -0.257  -2.832
C  0.197  -1.632  -2.336
C  1.105  -2.105  -1.399
H  1.856  -2.329  1.866
H  2.948  -1.360  0.758
H  2.656  -3.063  0.585
H  0.011  -0.572  1.372
H  -1.396  0.569  -0.278
H  -2.176  -0.991  -3.221
H  0.305  -1.816  -3.396
H  1.843  -2.812  -1.680
C  -0.169  2.820  1.398
C  -1.661  2.639  1.547
H  0.238  3.211  2.336
H  0.349  1.882  1.207
H  0.221  3.476  0.631
H  -1.964  1.984  2.359
H  -2.192  2.495  0.604
H  -2.152  3.567  1.886

Properties
HOMO energy: -8.7 eV
Charge: 0
LUMO energy: 0.9 eV
Energy relative to the best compared isomer or geometry (same formula, charge and spin): 66.67 kJ/mol
Maximum force: 1.950 eV Å⁻¹

Record 7
This record from the OMol25 dataset describes 2 unconnected molecules or ions with the total composition C9H14O at a distorted geometry. The level of theory is ωB97M-V with the def2-TZVPD basis set.

CARTESIAN COORDINATES (ANGSTROEM)
C  -1.339  1.497  2.543
C  -0.279  0.891  1.659
C  0.115  1.639  0.561
C  0.958  1.101  -0.426
C  1.434  -0.199  -0.249
O  2.340  -0.787  -1.076
C  1.137  -0.972  0.911
C  0.336  -0.341  1.850
H  -2.226  1.773  1.964
H  -1.080  2.463  3.049
H  -1.597  0.800  3.342
H  -0.355  2.616  0.437
H  1.267  1.636  -1.307
H  2.898  -0.120  -1.478
H  1.353  -2.044  0.931
H  0.201  -0.908  2.761
C  -1.881  -1.078  -1.588
C  -1.869  -1.283  -3.093
H  -2.789  -1.535  -1.196
H  -1.005  -1.448  -1.022
H  -1.736  -0.008  -1.386
H  -0.782  -1.092  -3.382
H  -2.248  -0.512  -3.745
H  -1.996  -2.326  -3.314

Properties
HOMO energy: -8.4 eV
Charge: 0
LUMO energy: 0.8 eV
Energy relative to the best compared isomer or geometry (same formula, charge and spin): 99.12 kJ/mol
Maximum force: 4.119 eV Å⁻¹

Record 8
This record from the OMol25 dataset describes 2 unconnected molecules or ions with the total composition C9H14O at a distorted geometry. The level of theory is ωB97M-V with the def2-TZVPD basis set.

CARTESIAN COORDINATES (ANGSTROEM)
C  1.364  -1.068  -2.142
C  0.728  0.239  -1.797
C  -0.142  0.498  -0.738
C  -0.655  1.783  -0.501
C  -0.476  2.790  -1.420
C  0.263  2.538  -2.574
C  0.745  1.251  -2.782
H  2.181  -0.964  -2.843
H  0.547  -1.707  -2.490
H  1.720  -1.548  -1.229
H  -0.555  -0.316  -0.157
H  -1.158  1.895  0.451
H  -0.848  3.794  -1.247
H  0.588  3.253  -3.317
H  1.315  1.080  -3.687
C  -0.983  -1.678  3.717
C  -0.482  -0.967  2.480
O  -0.051  -1.948  1.526
H  -1.151  -0.993  4.559
H  -0.263  -2.385  4.143
H  -1.946  -2.157  3.561
H  -1.414  -0.702  1.963
H  0.129  -0.083  2.635
H  0.545  -2.605  1.886

Properties
HOMO energy: -8.7 eV
Charge: 0
LUMO energy: 0.9 eV
Energy relative to the best compared isomer or geometry (same formula, charge and spin): 108.29 kJ/mol
Maximum force: 2.760 eV Å⁻¹